C29H36ClN4S3SbScSe2Si2 | ωB97M-V with the def2-TZVPD basis set

Output
HOMO (alpha / beta)	-1.50 / -1.51	eV
charge	-2
multiplicity	2
molecular weight	953.10	g mol⁻¹
relative energy (zero: lowest compared OMol25 entry of this formula, charge and spin)	0.0000	eV
Kohn-Sham gap (alpha / beta)	0.21337 / 0.18190	Eh

Geometry (Å):
Sc (0.77974, -0.51921, -0.43255)
Se (0.65706, -3.62804, -0.22602)
Se (2.58711, -1.53987, 2.10780)
C (0.81419, -1.36126, 2.65374)
C (0.41124, -1.56804, 3.99832)
C (-0.89648, -1.37519, 4.36405)
C (-1.82521, -0.97332, 3.39596)
C (-1.37809, -0.80469, 2.10924)
N (-0.10447, -0.99662, 1.72717)
C (2.30455, -3.22323, -0.99329)
C (3.29306, -4.17551, -1.31384)
C (4.42771, -3.78066, -1.98383)
C (4.57715, -2.43946, -2.34967)
C (3.58200, -1.56475, -1.98365)
N (2.49299, -1.92990, -1.29812)
H (1.16736, -1.87119, 4.70905)
H (-1.20791, -1.52809, 5.39357)
H (-2.86875, -0.80449, 3.63197)
H (-2.05416, -0.49811, 1.32697)
H (3.12656, -5.20592, -1.02867)
H (5.19239, -4.50661, -2.24501)
H (5.44117, -2.08865, -2.90216)
H (3.62803, -0.52769, -2.26475)
C (5.22336, 0.32991, 0.07240)
Si (3.91852, 1.60268, -0.35955)
C (3.86732, 1.93018, -2.20334)
C (4.43531, 3.24910, 0.39611)
N (2.31861, 1.14147, 0.14539)
C (1.77476, 1.61130, 1.26619)
C (2.51734, 1.96415, 2.44313)
C (1.90709, 2.50834, 3.53166)
C (0.50256, 2.74682, 3.52627)
C (-0.25715, 2.41754, 2.44318)
C (0.32059, 1.80972, 1.27998)
N (-0.36158, 1.44942, 0.19925)
Si (-1.72149, 2.41427, -0.30608)
C (-3.26038, 2.19974, 0.78708)
C (-2.21439, 2.13594, -2.07286)
C (-1.21970, 4.22098, -0.15293)
H (5.80000, 0.01492, -0.80448)
H (4.74039, -0.55596, 0.49417)
H (5.92224, 0.72356, 0.82232)
H (3.75913, 3.00863, -2.37699)
H (3.01125, 1.43562, -2.67300)
H (4.78648, 1.59731, -2.70484)
H (5.09179, 3.77442, -0.30890)
H (4.96617, 3.14421, 1.34797)
H (3.55275, 3.87840, 0.57354)
H (3.57352, 1.72181, 2.47166)
H (2.48901, 2.72702, 4.41941)
H (0.02671, 3.17009, 4.40265)
H (-1.32838, 2.57009, 2.47038)
H (-4.11695, 1.86324, 0.19204)
H (-3.53215, 3.15473, 1.25719)
H (-3.10357, 1.46803, 1.58600)
H (-3.23174, 1.74487, -2.16025)
H (-1.53851, 1.43342, -2.57381)
H (-2.17089, 3.08462, -2.62384)
H (-0.71280, 4.42864, 0.79780)
H (-2.10377, 4.86826, -0.22390)
H (-0.53344, 4.48404, -0.96755)
S (-2.33318, -1.17854, -4.72446)
Sb (-0.65448, -1.92474, -3.31434)
S (0.68584, 0.04444, -2.92820)
S (-1.83115, -1.69651, -1.02808)
Cl (-4.64472, -1.69030, 1.33654)
C (-5.12960, -2.40134, -0.18374)
C (-6.11386, -3.37876, -0.14883)
C (-6.54505, -3.95967, -1.33254)
C (-5.98842, -3.54817, -2.53715)
C (-5.00386, -2.56786, -2.55390)
C (-4.54408, -1.97394, -1.37557)
C (-3.45227, -0.93805, -1.42723)
H (-6.52960, -3.68039, 0.80570)
H (-7.30647, -4.73330, -1.30538)
H (-6.30940, -3.99869, -3.47091)
H (-4.52956, -2.26914, -3.48633)
H (-3.63858, -0.14575, -0.70338)
H (-3.37681, -0.52032, -2.43194)


CH2N2O3 | ωB97M-V with the def2-TZVPD basis set

Output
HOMO (alpha / beta)	-9.16 / -11.65	eV
multiplicity	3
molecular weight	90.04	g mol⁻¹
relative energy (zero: lowest compared OMol25 entry of this formula, charge and spin)	1.7771	eV
Kohn-Sham gap (alpha / beta)	0.33013 / 0.35208	Eh

Geometry (Å):
C (-0.34231, 0.34985, -0.07021)
N (-1.09964, -1.04251, 0.07606)
N (1.13688, 0.07233, 0.01484)
O (-2.21291, -1.02678, 0.50279)
O (1.66633, 0.36444, 1.02514)
O (1.70620, -0.42294, -0.95770)
H (-0.56434, 1.17836, 0.63497)
H (-0.29022, 0.52725, -1.22590)


C5H11NO2 | ωB97M-V with the def2-TZVPD basis set

Output
HOMO	-8.85	eV
molecular weight	117.15	g mol⁻¹
relative energy (zero: lowest compared OMol25 entry of this formula, charge and spin)	4.4167	eV
Kohn-Sham gap	0.33739	Eh

Geometry (Å):
C (0.56682, 0.67976, 0.63374)
C (1.99276, 0.48487, 0.14595)
C (0.04920, -1.72095, 0.78819)
C (-2.25093, 0.88593, -0.44562)
N (-0.35514, -0.31899, 0.81020)
C (-0.91282, 0.22982, -0.71001)
O (2.15747, -0.48565, -0.86037)
O (-0.64048, -0.49465, -1.66563)
H (1.36696, -0.52170, -1.42523)
H (0.43208, 1.56112, 1.26643)
H (-0.07067, 1.25930, -0.54449)
H (2.37305, 1.46371, -0.17743)
H (2.59499, 0.17817, 1.01111)
H (-0.65942, -2.28054, 1.39890)
H (0.02746, -2.13786, -0.22378)
H (1.05931, -1.86159, 1.17409)
H (-2.97485, 0.08904, -0.27583)
H (-2.21083, 1.53312, 0.42722)
H (-2.54494, 1.45707, -1.32743)


C4H7NO2 | ωB97M-V with the def2-TZVPD basis set

Output
HOMO	-10.08	eV
molecular weight	101.10	g mol⁻¹
relative energy (zero: lowest compared OMol25 entry of this formula, charge and spin)	0.6073	eV
Kohn-Sham gap	0.39494	Eh

Geometry (Å):
C (-0.97320, -1.06176, 0.59776)
C (-0.40777, 0.03322, -0.30867)
C (-1.15442, 1.35229, -0.14484)
O (-2.18650, 1.47156, 0.46462)
C (1.04560, 0.21392, 0.13332)
O (1.29827, 0.50444, 1.28938)
N (2.02598, -0.05134, -0.76789)
H (-0.45185, -0.97737, 1.55298)
H (-2.03806, -0.92088, 0.78265)
H (-0.79630, -2.05228, 0.17197)
H (-0.47568, -0.22085, -1.37946)
H (-0.70395, 2.22248, -0.66966)
H (1.86507, -0.19985, -1.75022)
H (2.97030, -0.07177, -0.41251)


C5H10INO4 | ωB97M-V with the def2-TZVPD basis set

Output
HOMO (alpha / beta)	-9.48 / -7.93	eV
molecular weight	275.04	g mol⁻¹
relative energy (zero: lowest compared OMol25 entry of this formula, charge and spin)	4.0820	eV
Kohn-Sham gap (alpha / beta)	0.33481 / 0.22002	Eh

Geometry (Å):
C (-0.14513, 0.24150, -2.28168)
C (0.86898, -1.42884, 1.72364)
C (0.48727, -0.30171, -1.04074)
C (0.05930, -0.13781, 1.53955)
C (-0.44118, -0.17394, 0.13314)
N (-0.75620, 2.75311, -0.14501)
O (-0.56613, 3.37120, -1.16145)
O (-1.10889, 3.09192, 0.92595)
O (0.89476, -1.71874, -1.10067)
O (-0.93086, -0.11247, 2.50749)
I (-2.36967, -0.97579, 0.02051)
H (-1.25631, 0.17849, -2.19324)
H (0.23441, -0.29273, -3.20428)
H (0.15494, 1.32643, -2.33377)
H (0.17719, -2.24294, 1.43808)
H (1.60357, -1.67802, 0.99021)
H (1.14072, -1.60109, 2.72334)
H (1.38086, 0.29535, -0.87789)
H (0.90350, 0.54878, 1.73818)
H (1.00450, -1.90158, -2.05756)
H (-1.33564, 0.75885, 2.65620)


C31H64B3BrO15S5 | ωB97M-V with the def2-TZVPD basis set

Output
HOMO	-9.60	eV
molecular weight	949.51	g mol⁻¹
relative energy (zero: lowest compared OMol25 entry of this formula, charge and spin)	0.0000	eV
Kohn-Sham gap	0.35738	Eh

Geometry (Å):
C (-0.62857, -3.03834, -6.14350)
C (0.34001, -2.01814, -5.47935)
C (1.26927, -1.33763, -6.49301)
C (1.82144, 0.04374, -6.01944)
B (2.05990, 0.04654, -4.45813)
O (0.95999, 0.38879, -3.64485)
B (1.39406, 1.06338, -2.50986)
C (0.82063, 2.47288, -2.10248)
C (-0.28558, 3.00688, -3.02715)
C (-1.65176, 3.08859, -2.34075)
Br (0.13717, 4.86178, -3.60765)
O (2.34518, 0.40675, -1.73362)
B (3.27089, -0.29940, -2.48253)
O (4.24378, -1.00313, -1.80183)
C (3.85138, -2.34330, -1.52107)
C (5.05984, -3.21923, -1.26458)
O (5.76265, -3.47025, -2.47577)
C (7.13989, -3.16972, -2.37542)
C (7.88866, -3.79032, -3.55464)
O (3.27208, -0.30903, -3.87504)
H (-0.92452, -2.70263, -7.13898)
H (-0.23882, -4.05616, -6.13764)
H (-1.53137, -3.04223, -5.52573)
H (-0.28432, -1.31386, -4.93484)
H (0.97675, -2.61437, -4.81496)
H (0.73534, -1.18826, -7.43608)
H (2.12630, -1.98137, -6.71178)
H (1.08129, 0.81416, -6.26391)
H (2.72646, 0.31754, -6.56989)
H (1.61434, 3.22133, -2.03620)
H (0.42563, 2.36301, -1.08136)
H (-0.41502, 2.43375, -3.94231)
H (-2.01316, 2.08840, -2.09060)
H (-2.36595, 3.54325, -3.03333)
H (-1.63442, 3.73146, -1.45934)
H (3.26080, -2.81609, -2.31667)
H (3.23052, -2.35299, -0.61476)
H (4.73404, -4.18260, -0.85359)
H (5.72419, -2.74151, -0.53667)
H (7.57117, -3.57264, -1.44906)
H (7.30694, -2.08427, -2.39269)
H (8.94226, -3.95062, -3.31123)
H (7.45896, -4.75713, -3.82403)
H (7.86562, -3.13430, -4.42778)
C (1.41020, 6.81704, 0.74596)
C (1.13415, 6.71099, 2.25143)
C (-0.17047, 5.92707, 2.42462)
S (-0.29579, 4.84878, 0.99357)
O (-1.44100, 5.26033, 0.22062)
O (-0.11842, 3.47452, 1.40738)
C (1.18979, 5.41734, 0.17884)
H (2.41998, 7.17163, 0.54587)
H (0.70934, 7.51783, 0.28708)
H (1.95306, 6.17349, 2.73390)
H (1.06591, 7.69136, 2.72045)
H (-0.16898, 5.31961, 3.32701)
H (-1.03976, 6.58198, 2.42028)
H (1.05464, 5.40343, -0.90291)
H (1.99900, 4.74325, 0.46166)
C (-2.71240, -0.34320, -0.71252)
C (-2.84054, -1.63868, 0.10090)
C (-4.12772, -2.33984, -0.35230)
S (-4.39055, -1.83639, -2.05728)
O (-5.59971, -1.05497, -2.13320)
O (-4.16172, -2.95525, -2.93767)
C (-2.99098, -0.72983, -2.15726)
H (-1.72674, 0.10735, -0.60449)
H (-3.45558, 0.38438, -0.37441)
H (-1.97738, -2.27726, -0.10066)
H (-2.85981, -1.45044, 1.15278)
H (-4.03267, -3.42192, -0.31173)
H (-4.99365, -2.02306, 0.22732)
H (-3.24141, 0.11234, -2.79817)
H (-2.15743, -1.28912, -2.58072)
C (-5.27745, 1.66798, 4.35046)
C (-5.32317, 2.35462, 2.97611)
C (-4.95327, 1.30603, 1.91900)
S (-5.45158, -0.28555, 2.60385)
O (-4.27756, -1.10984, 2.87487)
O (-6.56641, -0.78639, 1.84406)
C (-6.02835, 0.35028, 4.17365)
H (-5.73049, 2.28386, 5.12562)
H (-4.24305, 1.47525, 4.63794)
H (-6.33422, 2.72145, 2.79087)
H (-4.65025, 3.21031, 2.92670)
H (-5.47939, 1.46254, 0.97948)
H (-3.89117, 1.27841, 1.74012)
H (-5.82537, -0.37969, 4.95427)
H (-7.10108, 0.51926, 4.08585)
C (2.73765, -2.62931, 4.01575)
C (2.38788, -4.06680, 4.41920)
C (1.29222, -4.55170, 3.45948)
S (1.52848, -3.64246, 1.92785)
O (0.38655, -2.77990, 1.72102)
O (1.98324, -4.53820, 0.89329)
C (2.89634, -2.64564, 2.49843)
H (3.64516, -2.27849, 4.50547)
H (1.91959, -1.95878, 4.28480)
H (3.27213, -4.70149, 4.32414)
H (2.05300, -4.12576, 5.45371)
H (1.36375, -5.61641, 3.25157)
H (0.29812, -4.31296, 3.83320)
H (2.83568, -1.65731, 2.04628)
H (3.81866, -3.14181, 2.19424)
C (-0.79448, 0.34431, 2.37378)
C (-2.13822, 0.03478, 3.05602)
C (-1.82664, -0.38710, 4.49381)
S (-0.29502, 0.43412, 4.93917)
O (0.72755, -0.57014, 5.13676)
O (-0.56213, 1.44124, 5.93821)
C (-0.01287, 1.21321, 3.35735)
H (-0.93023, 0.85349, 1.42191)
H (-0.25504, -0.58777, 2.18771)
H (-2.74553, 0.92421, 3.06294)
H (-2.70170, -0.75597, 2.53691)
H (-2.59957, -0.08143, 5.19502)
H (-1.66513, -1.46158, 4.56714)
H (1.05546, 1.25091, 3.15421)
H (-0.41941, 2.22079, 3.40561)


C2H7N3 | ωB97M-V with the def2-TZVPD basis set

Output
HOMO	-8.63	eV
molecular weight	73.10	g mol⁻¹
relative energy (zero: lowest compared OMol25 entry of this formula, charge and spin)	5.3357	eV
Kohn-Sham gap	0.34408	Eh

Geometry (Å):
C (-1.00977, -0.80695, 0.01744)
C (1.26979, -0.18458, -0.08822)
H (-0.84294, -1.75769, -0.16797)
H (-2.08082, -0.73306, -0.31567)
H (-1.35739, -0.38806, 1.04034)
H (-0.98903, 1.65572, 0.92595)
H (-1.03251, 1.88596, -1.04211)
H (1.10039, -1.37242, -0.37950)
H (3.12930, -0.39139, 0.34058)
N (-0.15346, 0.25143, -0.31434)
N (-0.49796, 1.44060, 0.00876)
N (2.46440, 0.40044, -0.02528)


C3H5NS | ωB97M-V with the def2-TZVPD basis set

Output
HOMO (alpha / beta)	-7.20 / -7.20	eV
molecular weight	87.15	g mol⁻¹
relative energy (zero: lowest compared OMol25 entry of this formula, charge and spin)	4.4750	eV
Kohn-Sham gap (alpha / beta)	0.26034 / 0.26069	Eh

Geometry (Å):
C (-0.78340, -0.03020, 0.99603)
C (-3.09156, -0.49336, 0.56248)
C (1.16941, 0.64024, -0.25058)
N (-0.22396, 0.38853, 0.00005)
S (-3.95719, 0.12338, -0.57692)
H (-0.38610, -0.30656, 1.97439)
H (-3.17860, -1.05492, 1.39437)
H (1.71201, 0.94212, 0.65721)
H (1.65908, -0.26179, -0.71748)
H (1.23070, 1.50176, -0.86787)